# 1
Here is C39H50N10PSSr as an isolated structure from the OMol25 dataset. Energies are from the ωB97M-V functional and the def2-TZVPD basis.

Multiplicity: 1
Relative energy (zero: lowest compared OMol25 entry of this formula, charge and spin) (kcal per mole): 14.2
Charge: +1
E_HOMO (eV): -9.280
Lowest unoccupied orbital energy (eV): -2.7
Frontier orbital gap (eV): 6.56

Last column: Löwdin charge in e.
Atoms and positions in Å:
Sr 0.446 -0.024 -0.002  1.369
C -1.680 2.171 5.290  -0.017
N -1.325 2.223 3.868  -0.119
C -1.697 3.210 2.999  -0.046
C -1.175 2.862 1.787  -0.132
N -0.491 1.677 1.899  -0.021
C -0.598 1.309 3.166  -0.479
P 0.256 -0.080 3.996  1.177
C -0.267 -1.525 3.018  -0.473
N -0.028 -1.729 1.736  -0.063
C -0.531 -2.969 1.428  -0.112
C -1.078 -3.517 2.550  -0.042
N -0.909 -2.598 3.553  -0.114
C -1.362 -2.768 4.936  -0.016
C 1.929 0.208 3.328  -0.464
N 2.238 0.560 2.090  0.012
C 3.580 0.839 2.101  -0.133
C 4.084 0.652 3.357  -0.041
N 3.029 0.254 4.132  -0.123
C 3.096 -0.070 5.559  -0.021
H -2.346 3.001 5.507  0.094
H -0.793 2.256 5.912  0.087
H -2.196 1.242 5.520  0.084
H -2.298 4.050 3.308  0.128
H -1.279 3.384 0.848  0.110
H -0.467 -3.372 0.426  0.114
H -1.568 -4.461 2.721  0.130
H -1.901 -3.708 5.001  0.095
H -2.032 -1.962 5.222  0.082
H -0.518 -2.797 5.619  0.088
H 4.107 1.149 1.212  0.109
H 5.079 0.761 3.759  0.127
H 4.140 -0.096 5.856  0.093
H 2.658 -1.045 5.748  0.084
H 2.579 0.678 6.154  0.088
C -4.441 -2.287 1.116  -0.057
C -3.566 -1.061 0.855  -0.371
C -3.636 -0.099 2.048  -0.046
C -3.940 -0.367 -0.446  -0.137
C -5.250 0.063 -0.631  -0.038
C -5.638 0.702 -1.798  -0.064
C -4.703 0.927 -2.793  -0.035
C -3.382 0.509 -2.653  -0.145
C -2.376 0.842 -3.742  -0.383
C -2.225 2.360 -3.890  -0.059
C -2.738 0.193 -5.079  -0.056
C -3.013 -0.160 -1.479  -0.173
N -1.657 -0.607 -1.324  -0.057
C -1.320 -1.628 -2.061  -0.119
C -0.034 -2.239 -2.159  -0.355
C 0.273 -3.323 -2.990  -0.040
C 1.624 -3.595 -2.799  -0.036
C 2.086 -2.654 -1.859  -0.291
N 1.101 -1.828 -1.466  -0.064
C 3.492 -2.525 -1.316  -0.548
C 3.958 -3.881 -0.776  -0.042
C 4.441 -2.075 -2.436  -0.036
C 3.533 -1.495 -0.190  -0.086
H -4.064 -2.850 1.976  0.067
H -4.458 -2.957 0.254  0.089
H -5.472 -2.000 1.338  0.077
H -2.542 -1.412 0.756  0.086
H -4.664 0.242 2.205  0.086
H -3.017 0.785 1.891  0.057
H -3.306 -0.596 2.969  0.070
H -5.982 -0.110 0.151  0.112
H -6.664 1.022 -1.930  0.106
H -5.004 1.442 -3.699  0.113
H -1.406 0.451 -3.443  0.108
H -3.161 2.823 -4.209  0.078
H -1.465 2.598 -4.639  0.078
H -1.932 2.823 -2.945  0.077
H -3.700 0.560 -5.447  0.079
H -2.810 -0.894 -4.991  0.078
H -1.983 0.422 -5.834  0.081
H -2.086 -2.093 -2.688  0.144
H -0.420 -3.833 -3.646  0.107
H 2.208 -4.369 -3.276  0.103
H 4.020 -4.626 -1.572  0.083
H 3.266 -4.259 -0.019  0.089
H 4.950 -3.789 -0.324  0.086
H 4.386 -2.751 -3.292  0.086
H 5.476 -2.057 -2.081  0.088
H 4.184 -1.071 -2.785  0.074
H 2.868 -1.773 0.634  0.072
H 3.242 -0.502 -0.555  0.048
H 4.546 -1.405 0.212  0.093
N 4.084 4.821 -4.545  0.091
C 3.380 5.134 -3.449  -0.818
S 3.165 6.681 -2.946  0.710
C 2.799 3.947 -2.706  -0.200
C 2.782 2.663 -3.237  0.003
C 2.223 1.628 -2.508  -0.117
N 1.692 1.806 -1.295  -0.060
C 1.712 3.047 -0.782  -0.119
C 2.243 4.131 -1.448  -0.027
H 4.491 5.574 -5.074  0.106
H 4.272 3.879 -4.833  0.090
H 3.171 2.431 -4.219  0.111
H 2.187 0.619 -2.908  0.112
H 1.287 3.164 0.212  0.099
H 2.235 5.119 -1.006  0.085


# 2
Here is one molecule with the formula C24H34O7 from the OMol25 dataset. Energies are from the ωB97M-V functional and the def2-TZVPD basis.

SMILES: CCCCCCC(=O)Cc1cc(OC)c(OC)cc1C=C(C(=O)OCC)C(=O)OCC
Multiplicity: 1
Relative energy (zero: lowest compared OMol25 entry of this formula, charge and spin) (kcal per mole): 22.7
E_HOMO (eV): -8.017
Lowest unoccupied orbital energy (eV): 0.0
Frontier orbital gap (eV): 8.02

Last column: Löwdin charge in e.
Atoms and positions in Å:
C 3.510 0.981 1.216  -0.091
C 2.871 0.219 0.061  -0.253
C 2.355 -1.152 0.492  -0.201
C 1.905 -1.990 -0.702  -0.198
C 1.303 -3.339 -0.308  -0.184
C -0.083 -3.200 0.327  -0.106
C -0.051 -2.990 1.820  -0.398
O 0.827 -3.396 2.537  0.103
C -1.244 -2.218 2.379  -0.057
C -0.828 -0.772 2.410  -0.172
C -0.040 -0.363 3.483  0.039
C 0.481 0.915 3.566  -0.197
C 0.197 1.839 2.528  -0.202
C -0.569 1.431 1.459  0.060
C -1.083 0.127 1.367  -0.148
C -1.893 -0.248 0.232  0.050
C -1.809 0.150 -1.053  -0.016
C -2.791 -0.416 -2.008  -0.447
O -3.576 -1.292 -1.736  0.113
O -2.700 0.169 -3.207  0.000
C -3.610 -0.271 -4.214  -0.206
C -4.962 0.415 -4.080  -0.057
H -5.607 0.112 -4.900  0.078
H -5.429 0.131 -3.140  0.076
H -4.839 1.495 -4.103  0.080
H -3.130 -0.014 -5.161  0.123
H -3.726 -1.357 -4.136  0.125
C -0.790 1.050 -1.671  -0.457
O -0.683 2.235 -1.484  0.120
O -0.008 0.344 -2.487  -0.009
C 0.957 1.060 -3.261  -0.210
C 0.349 1.543 -4.568  -0.053
H -0.468 2.232 -4.364  0.080
H 1.105 2.054 -5.158  0.078
H -0.038 0.700 -5.135  0.078
H 1.324 1.909 -2.674  0.120
H 1.768 0.351 -3.436  0.126
H -2.688 -0.965 0.419  0.128
H -0.812 2.126 0.676  0.095
O 0.729 3.078 2.679  -0.060
C 0.521 4.018 1.651  -0.065
H -0.538 4.275 1.550  0.102
H 0.894 3.654 0.689  0.094
H 1.081 4.903 1.948  0.096
O 1.264 1.377 4.569  -0.054
C 1.615 0.494 5.608  -0.070
H 2.158 -0.377 5.228  0.101
H 2.266 1.065 6.268  0.096
H 0.735 0.160 6.167  0.099
H 0.179 -1.086 4.252  0.117
H -2.126 -2.385 1.765  0.114
H -1.432 -2.562 3.398  0.129
H -0.646 -4.128 0.181  0.136
H -0.645 -2.399 -0.155  0.104
H 1.222 -3.958 -1.203  0.109
H 1.963 -3.846 0.398  0.111
H 2.769 -2.169 -1.346  0.114
H 1.171 -1.428 -1.285  0.096
H 3.143 -1.687 1.027  0.125
H 1.524 -1.013 1.185  0.093
H 3.607 0.093 -0.737  0.109
H 2.039 0.801 -0.342  0.093
H 3.862 1.955 0.884  0.072
H 4.357 0.427 1.613  0.074
H 2.794 1.133 2.019  0.055


# 3
Here is an isolated ion of composition C6H10N and charge +1 from the OMol25 dataset. Energies are from the ωB97M-V functional and the def2-TZVPD basis.

Multiplicity: 3
Relative energy (zero: lowest compared OMol25 entry of this formula, charge and spin) (kcal per mole): 88.5
Charge: +1
E_HOMO (spin up / spin down) (eV): -11.248 / -15.140
Lowest unoccupied orbital energy (spin up / spin down) (eV): -3.6 / -7.7
Frontier orbital gap (spin up / spin down) (eV): 7.64 / 7.44

Last column: Mulliken spin population.
Atoms and positions in Å:
C -0.345 -0.755 -0.171  0.343
C 0.653 -0.844 0.883  0.414
C 2.065 -0.356 1.198  0.067
C 1.345 -1.507 1.790  0.592
C -1.470 0.132 -1.928  0.003
C -0.687 1.451 0.139  0.025
N -0.916 0.278 -0.668  0.301
H -0.464 -1.851 -0.716  0.060
H 2.835 -0.379 0.514  0.056
H 2.095 0.484 1.889  0.096
H 1.213 -2.222 2.605  0.005
H -2.076 0.948 -2.249  0.002
H -0.625 0.079 -2.651  0.021
H -1.996 -0.831 -1.855  0.007
H 0.405 1.597 0.299  0.022
H -1.053 2.386 -0.226  0.003
H -0.980 1.393 1.147  -0.017


# 4
Here is C2H8IMnO3 as an isolated structure from the OMol25 dataset. Energies are from the ωB97M-V functional and the def2-TZVPD basis.

Multiplicity: 6
Relative energy (zero: lowest compared OMol25 entry of this formula, charge and spin) (kcal per mole): 0.0
Charge: +1
E_HOMO (spin up / spin down) (eV): -13.424 / -13.433
Lowest unoccupied orbital energy (spin up / spin down) (eV): -6.9 / -7.1
Frontier orbital gap (spin up / spin down) (eV): 6.54 / 6.31

Last column: Mulliken spin population.
Atoms and positions in Å:
Mn -7.473 -4.722 25.774  4.824
I -8.197 -3.809 27.720  0.157
O -7.765 -1.024 28.961  0.007
H -8.593 -0.591 28.753  0.000
H -7.778 -1.828 28.442  -0.004
C -9.001 -7.132 28.909  0.002
C -7.769 -7.911 28.385  -0.005
O -6.569 -7.222 28.523  0.007
O -9.452 -6.096 27.985  0.022
H -8.915 -6.628 29.871  0.000
H -9.815 -7.850 29.010  0.002
H -7.946 -8.179 27.344  0.002
H -7.784 -8.815 28.995  0.002
H -6.506 -6.974 29.448  -0.001
H -8.988 -5.281 28.189  -0.015


Let's list largest force on an atom in order: 0.9; 0.8; 7.8; 5.5 eV/Å.